Density functional theory data (wB97M-V/def2-TZVPD) for the molecule C2H6O2 at a distorted geometry.

Structure (XYZ):
```
10
Properties=species:S:1:pos:R:3
C -0.622 0.180 -0.411
C 0.675 -0.416 0.145
O -1.739 -0.632 -0.262
O 1.796 0.389 -0.125
H 1.666 1.259 0.268
H -1.811 -0.338 0.729
H -0.875 1.112 0.249
H -0.510 0.413 -1.475
H 0.859 -1.376 -0.344
H 0.560 -0.591 1.226
```

Computed properties:
HOMO	-10.106	eV
E_LUMO	0.0265	Ha
SMILES string	OCCO
multiplicity	1
total charge	0
max |F|	3.9	eV Å⁻¹
ΔE to the lowest compared entry with this formula, charge and spin	29.7	kcal per mole

Density functional theory data (wB97M-V/def2-TZVPD) for the molecule C4H8N4O2 at a distorted geometry.

Structure (XYZ):
```
18
Properties=species:S:1:pos:R:3
C 0.830 1.367 0.276
C -1.438 1.295 -0.409
C 1.230 0.013 -0.067
C -2.005 -0.852 0.643
N -0.238 1.946 -0.047
N -1.575 -0.127 -0.406
N -2.032 -2.092 0.470
N 2.496 -0.219 -0.071
O 2.928 -1.439 -0.627
O 3.363 0.392 0.530
H 1.635 2.160 0.553
H -2.130 1.883 0.103
H -1.553 1.524 -1.450
H 0.634 -0.676 -0.766
H -2.424 -0.196 1.393
H -1.035 -0.612 -1.059
H 3.789 -1.697 -0.232
H -2.475 -2.669 1.164
```

Computed properties:
HOMO	-8.939	eV
E_LUMO	-0.0008	Ha
SMILES string	[H]/N=C/NC/N=C\C=[N+](/[O-])O
multiplicity	1
total charge	0
max |F|	3.1	eV Å⁻¹
ΔE to the lowest compared entry with this formula, charge and spin	123.2	kcal per mole

Density functional theory data (wB97M-V/def2-TZVPD) for the molecule C6H6ClNOS at a distorted geometry.

Structure (XYZ):
```
16
Properties=species:S:1:pos:R:3
C 1.183 0.985 -1.131
C 1.029 -0.338 -1.248
C 0.640 1.730 0.015
C -0.117 1.107 0.916
C 0.434 -1.089 -0.200
C -0.560 -0.439 0.788
N -1.995 -0.495 0.350
O 0.182 -3.163 1.182
S 0.880 -2.657 0.010
Cl -2.317 0.235 -1.110
H 1.707 1.615 -2.002
H 1.531 -0.909 -2.024
H 1.048 2.809 0.140
H -0.669 1.593 1.718
H -0.398 -0.986 1.674
H -2.578 0.000 0.922
```

Computed properties:
HOMO (alpha / beta)	-8.373 / -8.374	eV
E_LUMO (alpha / beta)	-0.0344 / -0.0344	Ha
multiplicity	1
total charge	0
max |F|	4.1	eV Å⁻¹
ΔE to the lowest compared entry with this formula, charge and spin	27.3	kcal per mole

Density functional theory data (wB97M-V/def2-TZVPD) for a cluster of 2 separate species, C3H9NO2S in total at a distorted geometry.

Structure (XYZ):
```
16
Properties=species:S:1:pos:R:3
O -0.345 1.648 -1.963
C -0.322 1.546 -0.768
N 0.017 0.371 -0.134
C -0.092 0.145 1.291
C -0.332 -1.328 1.526
S -1.934 -1.816 0.766
H -0.511 2.364 -0.057
H 0.619 -0.299 -0.613
H -0.802 0.760 1.816
H 0.876 0.340 1.760
H -0.295 -1.570 2.590
H 0.282 -1.966 0.904
H -2.398 -0.592 0.430
H 1.177 0.664 -2.401
H 2.159 -0.324 -2.999
O 1.903 0.058 -2.147
```

Computed properties:
HOMO (alpha / beta)	-14.591 / -14.314	eV
E_LUMO (alpha / beta)	-0.1408 / -0.3379	Ha
<S²>	0.755
multiplicity	2
total charge	+1
max |F|	1.6	eV Å⁻¹
ΔE to the lowest compared entry with this formula, charge and spin	26.0	kcal per mole

Density functional theory data (wB97M-V/def2-TZVPD) for a structure of composition C48H34Cl5GeNO10Tb at a distorted geometry.

Structure (XYZ):
```
100
Properties=species:S:1:pos:R:3
Tb 0.450 1.091 1.158
Cl 8.102 1.315 3.617
C 6.552 1.563 2.957
C 5.434 1.473 3.834
Cl 5.718 1.546 5.569
C 4.123 1.304 3.341
Cl 2.898 1.026 4.483
C 3.813 1.449 1.936
O 2.600 1.393 1.486
C 4.899 1.615 1.027
Cl 4.593 1.844 -0.658
C 6.221 1.694 1.553
Cl 7.550 1.684 0.446
O -0.256 0.851 3.333
C -1.688 0.836 3.786
C -2.546 0.919 2.468
O -3.720 0.523 2.513
O -1.893 1.379 1.426
C -1.953 2.091 4.504
C -3.090 2.213 5.364
C -3.354 3.412 6.039
C -2.452 4.493 5.875
C -1.453 4.400 4.881
C -1.254 3.209 4.169
C -2.070 -0.458 4.525
C -2.396 -1.585 3.802
C -2.936 -2.711 4.435
C -2.991 -2.697 5.861
C -2.563 -1.571 6.585
C -2.041 -0.525 5.921
H 0.357 0.598 4.037
H -3.782 1.410 5.461
H -4.287 3.449 6.475
H -2.530 5.439 6.367
H -0.868 5.288 4.676
H -0.475 3.187 3.415
H -2.320 -1.659 2.672
H -3.284 -3.618 3.951
H -3.313 -3.595 6.356
H -2.824 -1.486 7.664
H -1.707 0.299 6.533
O 0.431 -1.238 1.493
C -0.221 -1.513 0.411
O -0.427 -0.562 -0.433
C -0.510 -2.997 0.051
C 0.461 -3.489 -1.103
Ge 0.067 -3.342 -3.027
C -1.815 -2.953 -3.305
C -2.201 -2.028 -4.331
C -3.572 -1.814 -4.561
C -4.572 -2.401 -3.793
C -4.200 -3.369 -2.813
C -2.865 -3.552 -2.543
C 0.514 -4.941 -3.993
C 1.535 -5.717 -3.458
C 2.034 -6.793 -4.212
C 1.456 -7.108 -5.484
C 0.363 -6.337 -5.976
C -0.120 -5.263 -5.197
C 1.396 -2.275 -3.950
C 1.710 -1.001 -3.438
C 2.825 -0.324 -3.981
C 3.546 -0.824 -5.018
C 3.149 -2.007 -5.604
C 2.120 -2.759 -5.028
H -1.509 -3.010 -0.313
H -0.427 -3.616 0.920
H 0.854 -4.514 -0.876
H 1.399 -2.910 -0.935
H -1.358 -1.703 -4.966
H -3.887 -1.231 -5.425
H -5.619 -2.264 -4.091
H -4.973 -3.956 -2.316
H -2.635 -4.242 -1.729
H 1.726 -5.615 -2.412
H 2.779 -7.443 -3.716
H 1.815 -7.982 -6.078
H -0.210 -6.576 -6.846
H -0.917 -4.650 -5.463
H 1.091 -0.547 -2.693
H 3.193 0.554 -3.376
H 4.325 -0.220 -5.459
H 3.721 -2.394 -6.464
H 1.806 -3.619 -5.556
O 0.156 3.552 1.628
C 0.129 3.613 0.325
O 0.198 2.647 -0.481
C -0.038 4.960 -0.301
C -0.294 4.920 -1.701
C -0.283 6.077 -2.421
C -0.086 7.284 -1.699
C 0.190 7.331 -0.369
C 0.076 6.150 0.400
N -0.280 8.491 -2.502
O -0.648 8.318 -3.674
O -0.012 9.595 -2.020
H -0.749 4.010 -2.113
H -0.458 6.225 -3.504
H 0.411 8.202 0.198
H 0.144 6.081 1.479
```

Computed properties:
HOMO (alpha / beta)	-6.194 / -6.208	eV
E_LUMO (alpha / beta)	0.0363 / 0.0363	Ha
<S²>	12.606
multiplicity	7
total charge	-1
max |F|	3.5	eV Å⁻¹
ΔE to the lowest compared entry with this formula, charge and spin	82.1	kcal per mole

Density functional theory data (wB97M-V/def2-TZVPD) for the molecule C6H9NO4S at a distorted geometry.

Structure (XYZ):
```
21
Properties=species:S:1:pos:R:3
C -0.831 -1.331 -1.723
C -0.020 -1.410 -0.676
C 1.862 2.145 2.142
C -1.588 -0.034 -1.915
C 0.029 -0.371 0.404
C 1.105 0.814 2.137
N 1.310 -0.038 0.950
O 2.468 2.450 3.137
O 1.850 2.918 1.017
O -0.185 2.059 -0.900
O -2.114 1.267 0.332
S -0.982 0.968 -0.478
H -0.905 -2.276 -2.290
H 0.745 -2.283 -0.590
H -1.342 0.506 -2.797
H -2.641 -0.131 -1.853
H -0.700 -0.508 1.303
H 0.096 1.146 2.035
H 1.559 0.271 2.951
H 2.003 0.240 0.347
H 0.934 2.795 0.558
```

Computed properties:
HOMO	-9.563	eV
E_LUMO	0.0182	Ha
SMILES string	O=C(O)CN[C@@H]1C=CCS1(=O)=O
multiplicity	1
total charge	0
max |F|	3.4	eV Å⁻¹
ΔE to the lowest compared entry with this formula, charge and spin	1.6	kcal per mole